No. 1
Density functional theory data (ωB97M-V with the def2-TZVPD basis set) for a molecular structure, C36H25Cl2IIrN2O3P.

Structure (XYZ):
```
71
Properties=species:S:1:pos:R:3
Ir 0.13537 0.97065 -0.43906
Cl -3.85400 -1.68291 5.76628
C -3.45450 -0.73853 4.33659
C -4.48281 -0.41723 3.42459
C -4.19706 0.31588 2.32026
Cl -5.48500 0.73710 1.22749
C -2.85157 0.80580 1.97377
O -2.65270 1.52979 1.00319
C -1.84373 0.41929 2.95485
C -0.44642 0.71858 2.81832
O 0.20988 1.07646 1.84516
C -2.18197 -0.31154 4.11199
H -5.49649 -0.74767 3.61049
H 0.12326 0.53205 3.75387
H -1.39700 -0.56045 4.81878
O 0.06164 1.76343 -3.20795
C 0.09759 0.84395 -2.37279
C 0.00939 -0.56238 -3.02524
C 0.07021 -0.72547 -4.40642
C -0.03029 -1.99036 -4.96389
C -0.21095 -3.10589 -4.14819
C -0.28056 -2.94765 -2.77181
C -0.16215 -1.67829 -2.21581
P -0.18479 -1.18700 -0.45514
C -1.69139 -2.04159 0.17885
C -1.76371 -2.54850 1.47443
C -2.95137 -3.06111 1.97888
C -4.09308 -3.06528 1.19187
C -4.04232 -2.54038 -0.09303
C -2.85432 -2.02844 -0.59130
C 1.12972 -2.25436 0.28769
C 1.04438 -3.64038 0.41807
C 2.10041 -4.37190 0.94185
C 3.25897 -3.72263 1.35194
C 3.35375 -2.34387 1.23211
C 2.29589 -1.61473 0.70171
H 0.19149 0.16396 -5.01278
H 0.02454 -2.11621 -6.04027
H -0.29938 -4.09362 -4.58719
H -0.43354 -3.81271 -2.13590
H -0.88306 -2.53175 2.10595
H -2.99051 -3.42803 2.99782
H -5.02646 -3.44762 1.58855
H -4.93801 -2.50923 -0.70163
H -2.82875 -1.59039 -1.58198
H 0.13570 -4.15220 0.12362
H 2.01806 -5.44883 1.03631
H 4.08367 -4.29283 1.76467
H 4.25293 -1.82947 1.55020
H 2.35008 -0.53555 0.58755
I 0.39162 8.02861 -2.27620
C 0.17310 6.02362 -1.81841
C -0.94063 5.28908 -2.03606
N -0.72235 4.04096 -1.41889
N 0.60043 3.98020 -0.98932
C 1.14001 5.26615 -1.13706
H -1.91084 5.55407 -2.41283
H -0.95651 3.17233 -1.89268
H 2.15773 5.47953 -0.88110
C 1.09832 2.84633 -0.54465
C 2.55670 2.85036 -0.31966
C 3.11194 2.44548 0.89969
C 4.48798 2.36083 1.07122
C 5.35217 2.67288 0.03077
C 4.81611 3.07018 -1.19192
C 3.44597 3.15971 -1.36176
H 2.43999 2.17118 1.70206
H 4.88791 2.04086 2.02799
H 6.42579 2.59973 0.16383
H 5.47608 3.29883 -2.02256
H 3.02942 3.44906 -2.31975
```

Energy: -92133.0810 eV
Energy above the lowest of the compared OMol25 structures with the same formula, charge and spin: 0.0 kcal/mol
Strongest force on any atom: 0.0071 Eh/bohr
Highest occupied orbital energy: 0.102 eV
Charge: -2



No. 2
Density functional theory data (ωB97M-V with the def2-TZVPD basis set) for a molecular structure, C36H25F6N7OPS6SiSn.

Structure (XYZ):
```
84
Properties=species:S:1:pos:R:3
Sn 1.15477 0.23805 0.67332
O 1.44956 0.25843 -1.21745
Si 0.40317 -0.52750 -2.31064
C 1.11826 -0.23100 -4.02228
C 0.30179 0.36474 -5.00195
C 0.65553 0.29086 -6.34766
C 1.86638 -0.32150 -6.70715
C 2.72127 -0.84505 -5.71907
C 2.33877 -0.82074 -4.39040
C -1.26655 0.29916 -2.18921
C -1.37556 1.58017 -1.64183
C -2.60871 2.07562 -1.22616
C -3.76893 1.28804 -1.47630
C -3.66869 0.04599 -2.10376
C -2.39534 -0.46117 -2.33666
C 0.20122 -2.34675 -2.01125
C -0.15429 -3.21095 -3.09553
C -0.32009 -4.56381 -2.93674
C -0.07468 -5.12535 -1.73552
C 0.27232 -4.29871 -0.65956
C 0.38703 -2.94776 -0.77897
H -0.64288 0.83933 -4.73151
H 0.03496 0.74587 -7.14557
H 2.15857 -0.36896 -7.77619
H 3.69279 -1.20449 -5.98933
H 3.05810 -1.17787 -3.62143
H -0.48850 2.07352 -1.38945
H -2.73544 3.13212 -0.86819
H -4.73897 1.75945 -1.17933
H -4.51220 -0.62193 -2.31849
H -2.23226 -1.50373 -2.61619
H -0.36204 -2.64421 -3.99829
H -0.76191 -5.16719 -3.76943
H -0.33109 -6.21275 -1.71506
H 0.26231 -4.80946 0.30885
H 0.69919 -2.45536 0.15080
S -0.72364 0.06165 6.84952
C 0.01318 -0.45346 5.53094
S 1.59524 0.12863 4.91412
C 1.41303 -0.89802 3.53403
N 0.42743 -1.72965 3.55911
N -0.33710 -1.51928 4.69851
C -1.68083 -2.07569 4.79606
C -2.66736 -1.33070 4.14695
C -3.96996 -1.64413 4.45167
C -4.20074 -2.63547 5.40816
C -3.20769 -3.46379 5.93008
C -1.93297 -3.16665 5.64233
S 2.48870 -0.91327 2.19235
H -2.39671 -0.49050 3.44613
H -4.86772 -1.22089 4.02949
H -5.21270 -2.87136 5.80208
H -3.48792 -4.14827 6.69846
H -1.09831 -3.64217 6.09476
S 7.61494 2.02831 0.67212
C 6.49025 0.95263 0.23268
S 6.72877 -0.71789 -0.11256
C 4.98230 -0.94458 -0.48040
N 4.27046 0.19810 -0.18636
N 5.15002 1.24235 0.02926
C 4.56474 2.48897 0.55999
C 4.09480 2.61970 1.89446
C 3.57745 3.76714 2.32279
C 3.47578 4.82294 1.39048
C 3.83777 4.66122 0.06097
C 4.53217 3.52767 -0.30732
S 4.13464 -2.26533 -0.86739
H 4.25626 1.82872 2.61473
H 3.35938 3.96831 3.38967
H 3.14391 5.73248 1.76836
H 3.73612 5.51577 -0.64090
H 4.99238 3.40261 -1.23084
N -5.08328 -2.13321 0.65217
C -3.94034 -1.94087 0.61207
N -2.63598 -1.88580 0.46629
C -1.68158 -1.16927 0.82535
N -0.77643 -0.37897 1.08740
F -5.65385 4.58120 1.38157
P -5.06550 5.25670 0.05561
F -5.46327 6.68346 0.51997
F 1.06613 2.08039 1.14952
F -6.15355 4.51112 -0.77143
F -4.35290 5.84734 -1.28766
F -3.69341 4.60668 0.36829
```

Energy: -154533.5690 eV
Energy above the lowest of the compared OMol25 structures with the same formula, charge and spin: 0.0 kcal/mol
Spin multiplicity: 2
Strongest force on any atom: 0.0653 Eh/bohr
Highest occupied orbital energy (alpha / beta): -8.704 / -8.704 eV
<S²>: 0.7925
Charge: 0



No. 3
Density functional theory data (ωB97M-V with the def2-TZVPD basis set) for a molecular structure, C36H27Br2F5IN8OS3Y.

Structure (XYZ):
```
84
Properties=species:S:1:pos:R:3
Y 8.86682 8.03660 16.14846
C 5.48778 8.08819 17.96035
C 6.04008 9.48182 17.85765
C 5.30175 10.58854 18.33026
C 5.87365 11.79799 18.42681
C 7.22342 12.03700 18.09631
C 7.87470 13.27994 18.19835
Br 7.06230 14.68321 19.12900
C 9.17400 13.36876 17.75815
C 9.80657 12.25230 17.15652
Br 11.48088 12.39839 16.38631
C 9.15817 11.03086 16.98164
O 9.71113 10.03300 16.40577
C 7.84634 10.90914 17.58061
N 7.28044 9.64295 17.47142
H 4.44930 8.10039 17.68809
H 5.54471 7.67335 19.00226
H 5.90762 7.36762 17.30287
H 4.25653 10.43739 18.65173
H 5.28644 12.71868 18.68940
H 9.72037 14.26425 17.82962
C 11.58812 5.55545 14.50434
C 12.04952 6.39239 15.63150
N 11.27449 7.20557 16.34002
C 11.97049 7.67030 17.41289
C 13.23646 7.23772 17.51756
S 13.65382 6.22259 16.20153
C 11.32536 8.50793 18.44522
C 11.94815 9.12809 19.47058
S 10.82776 9.84198 20.54183
C 9.56887 9.10275 19.64925
N 9.97058 8.49509 18.53672
C 8.18697 9.10744 20.22664
H 10.90672 6.11307 13.79708
H 10.94971 4.72794 14.90520
H 12.52101 5.24104 13.94529
H 13.95440 7.51803 18.28210
H 12.95463 9.42570 19.67371
H 8.30032 8.74193 21.27169
H 7.59179 8.36685 19.67968
H 7.61850 9.99966 20.21300
F 6.52864 3.76765 10.72104
C 6.46881 4.65155 11.68689
C 7.50162 4.83103 12.59291
F 8.57133 4.02696 12.50266
C 7.48517 5.89856 13.53352
F 8.57906 6.02121 14.34236
C 6.48468 6.83351 13.66105
S 6.49564 8.17115 14.73110
C 5.41195 6.55029 12.74643
F 4.42310 7.38551 12.60416
C 5.39409 5.55830 11.80187
F 4.40575 5.57688 10.92368
I 9.55584 4.40063 17.70871
C 8.14932 6.14840 17.72136
H 7.19294 5.63824 17.46795
H 8.06007 6.33702 18.74497
C 12.13193 9.50964 14.29178
C 11.00060 9.21850 13.38735
N 9.83455 8.67686 13.63774
C 9.25962 8.45363 12.42082
C 10.08504 8.82222 11.39593
N 11.17059 9.36350 12.04270
C 12.38341 9.75788 11.26983
N 13.58648 8.97887 11.51181
N 14.63968 9.64813 11.93137
N 15.53691 8.83401 12.33701
C 15.05623 7.55610 12.13401
C 15.53949 6.25127 12.40392
C 14.70121 5.17597 12.07565
C 13.49926 5.32779 11.35794
C 12.92038 6.55753 11.27592
C 13.76436 7.63220 11.56863
H 11.79626 9.65446 15.33321
H 12.60908 10.37940 14.02262
H 12.82742 8.72444 14.23571
H 8.28651 7.92143 12.30131
H 9.83483 8.82742 10.30899
H 12.71563 10.78156 11.45210
H 12.04413 9.61633 10.21909
H 16.49440 5.97618 12.88682
H 15.20203 4.19105 12.05382
H 12.99266 4.47269 11.06928
H 11.86086 6.66081 10.88137
```

Energy: -247062.9827 eV
Energy above the lowest of the compared OMol25 structures with the same formula, charge and spin: 9.6 kcal/mol
Strongest force on any atom: 0.0526 Eh/bohr
Highest occupied orbital energy: -7.633 eV
Charge: 0